Molecular formula: C2H5N4O2
Method: DFT, ωB97M-V with the def2-TZVPD basis set

Summary:
- Molar mass: 117.09 g/mol
- Total charge: -1
- Gap between HOMO and LUMO: 0.3050 hartree
- HOMO level: -0.1557 Eh
- ΔE to the lowest compared entry with this formula, charge and spin: 211.4 kJ/mol
- DFT total energy: -12205.232 eV

Element x y z (Å)
H (1.882, 1.140, -0.195)
C (-1.039, -0.823, 0.897)
C (-1.295, 0.283, -0.024)
N (-2.252, 1.913, -1.545)
H (-1.324, -0.505, 1.845)
H (-1.700, 2.323, -2.443)
H (0.073, -1.012, 0.912)
N (2.184, -0.648, 0.195)
N (-1.620, 1.071, -0.834)
H (-1.486, -1.688, 0.593)
N (1.379, 0.308, -0.076)
O (3.422, -0.582, -0.023)
O (1.776, -1.780, 0.697)

The net atomic charges from natural (NBO), expressed in e, are: 0.33, -0.74, 0.36, -0.71, 0.22, 0.31, 0.34, 0.57, -0.06, 0.21, -0.65, -0.57, -0.60